20
Properties=species:S:1:pos:R:3:forces:R:3:nbo_charge:R:1 method="wB97M-V/def2-TZVPD" e_above_lowest_ev=0.847 total_charge=+1 e_lumo_ev=-2.90 e_tot_ev=-7906.107 e_homo_ev=-16.10
O 2.258 -0.147 1.253 -0.16 0.56 -0.56 -0.95
N 0.333 0.651 -0.626 -0.53 0.32 0.59 -0.53
C -0.463 -1.588 -1.252 -1.64 0.47 0.02 -0.64
C -1.117 -0.534 0.976 -1.81 2.28 -0.08 -0.69
C -0.866 -0.290 -0.523 2.08 -1.15 0.08 -0.03
C 0.081 2.054 -0.140 0.84 -0.54 0.20 -0.42
H -1.729 0.138 -1.015 0.02 0.37 -0.09 0.23
H 0.771 0.742 -1.551 -0.53 -0.46 0.06 0.43
H -1.920 0.188 1.212 -0.68 -0.80 -0.10 0.25
H -0.175 2.051 0.913 -0.20 -0.14 -0.01 0.23
H 0.205 -2.238 -0.694 0.37 0.24 -0.12 0.23
H -1.472 -1.534 1.185 0.29 -0.06 0.26 0.26
H -0.676 2.552 -0.733 -0.03 -0.07 -0.15 0.24
H 1.648 -0.671 1.754 -0.41 -0.58 0.75 0.49
H -0.171 -1.360 -2.278 0.40 -0.23 0.08 0.23
H 1.054 2.517 -0.222 -0.02 0.59 -0.07 0.23
H 3.108 -0.569 1.361 0.50 -0.13 -0.03 0.51
H 1.046 0.200 -0.007 0.11 0.55 -0.41 0.47
H -1.411 -2.130 -1.345 0.23 -0.21 -0.05 0.25
H -0.503 -0.031 1.731 1.19 -1.01 -0.36 0.23

46
Properties=species:S:1:pos:R:3:forces:R:3:nbo_charge:R:1 method="wB97M-V/def2-TZVPD" e_above_lowest_ev=4.818 total_charge=0 smiles="C=CCn1c(COc2ccccc2F)nnc1SCC(=O)Nc1cc(C)on1" e_lumo_ev=0.56 e_tot_ev=-46101.985 e_homo_ev=-8.88
S -1.721 2.941 -0.372 -0.23 0.20 -0.23 0.29
F 4.217 -0.135 -2.006 0.05 -0.05 0.21 -0.32
O 3.011 0.129 0.342 0.03 -0.08 -0.28 -0.51
O -5.107 1.797 -0.564 -0.25 0.09 -0.19 -0.60
O -4.411 -2.903 0.303 -0.70 -0.47 -0.41 -0.28
N -1.129 1.117 1.563 -0.46 0.62 -0.42 -0.37
N -0.056 0.464 2.030 1.03 -0.68 0.42 -0.26
N -3.642 -1.868 0.724 0.77 1.02 0.42 -0.17
N 0.612 1.738 0.377 -0.58 -0.17 0.49 -0.36
N -3.666 0.459 0.590 0.25 -0.29 0.30 -0.64
C 1.383 2.323 -0.685 0.28 0.09 -0.46 -0.25
C -6.443 -3.401 -0.934 0.25 -0.08 0.13 -0.66
C 4.965 -0.826 1.466 -0.25 0.10 -0.04 -0.31
C -4.224 -0.768 0.305 -0.43 -0.90 -0.27 0.31
C -4.127 1.648 0.129 0.26 0.19 0.25 0.67
C 1.389 1.488 -1.936 0.00 0.19 0.09 -0.19
C -5.411 -1.068 -0.417 0.02 -0.55 0.05 -0.38
C 0.738 0.355 -2.108 -0.04 -0.01 -0.02 -0.38
C 6.139 -1.086 -1.039 -0.24 0.10 0.01 -0.26
C -5.469 -2.430 -0.379 0.04 0.79 -0.01 0.33
C 4.259 -0.412 0.344 0.17 0.00 -0.14 0.30
C 2.361 0.333 1.575 0.15 0.05 0.48 -0.11
C -3.274 2.828 0.579 0.23 -0.02 -0.17 -0.61
C 6.236 -1.365 1.335 0.13 -0.05 -0.01 -0.19
C 4.878 -0.550 -0.904 -0.03 0.04 -0.02 0.33
C -0.730 1.871 0.567 0.03 0.02 0.18 0.19
C 0.979 0.821 1.325 -0.03 -0.12 -0.03 0.31
C 6.825 -1.500 0.093 0.01 -0.01 0.10 -0.22
H -3.004 2.757 1.631 -0.07 0.06 0.03 0.26
H 2.003 1.900 -2.723 0.07 0.01 -0.18 0.21
H 4.532 -0.733 2.449 -0.08 0.03 0.08 0.22
H 0.801 -0.188 -3.034 0.05 -0.06 -0.23 0.21
H 6.570 -1.172 -2.024 0.01 0.01 -0.12 0.23
H -6.080 -0.372 -0.873 -0.17 0.07 -0.11 0.26
H 0.127 -0.092 -1.341 -0.11 -0.03 0.22 0.20
H 7.813 -1.921 -0.002 0.09 -0.04 -0.01 0.22
H -7.277 -2.869 -1.381 -0.04 0.00 -0.02 0.23
H 2.411 2.461 -0.339 -0.15 0.09 -0.02 0.23
H -2.809 0.443 1.154 -0.15 0.18 -0.08 0.45
H -6.808 -4.056 -0.145 -0.08 -0.04 0.01 0.23
H 2.276 -0.596 2.152 0.01 0.15 -0.05 0.22
H -5.964 -4.022 -1.690 -0.03 -0.05 -0.06 0.23
H 2.912 1.074 2.179 0.01 -0.17 -0.10 0.19
H -3.808 3.754 0.370 0.01 -0.13 0.03 0.26
H 0.954 3.308 -0.907 0.16 -0.06 0.11 0.23
H 6.764 -1.681 2.221 0.04 -0.03 0.08 0.22

11
Properties=species:S:1:pos:R:3:forces:R:3:lowdin_spin:R:1 method="wB97M-V/def2-TZVPD" s_squared=13.05 multiplicity=7 e_above_lowest_ev=0.000 total_charge=+2 e_lumo_ev="-9.99 / -11.85" e_tot_ev=-90413.544 e_homo_ev="-17.43 / -16.93"
Tb -1.919 -0.975 2.721 -0.07 -0.27 -0.15 5.13
Ga 1.173 -1.029 -1.168 -0.10 -3.56 0.71 0.29
P -0.394 -0.208 0.407 -1.08 1.40 0.56 -0.09
F 1.178 -2.957 -0.907 -0.18 3.35 -0.25 0.12
O -1.820 0.244 -0.515 2.37 1.76 1.21 0.00
N 0.284 1.236 1.280 -2.35 -0.87 -1.69 0.00
H 0.626 -0.654 -2.646 0.35 0.18 -0.45 0.29
H 0.411 2.008 0.563 0.02 -0.73 1.44 0.00
H -1.670 1.228 -0.731 -0.73 -1.93 -0.02 0.00
H 2.636 -0.397 -0.938 0.33 0.19 -0.45 0.28
H -0.505 1.504 1.934 1.45 0.49 -0.92 -0.01

14
Properties=species:S:1:pos:R:3:forces:R:3:nbo_charge:R:1 method="wB97M-V/def2-TZVPD" e_above_lowest_ev=1.599 total_charge=0 smiles=C1C[C@@H]2C[C@@H]2O1 e_lumo_ev=1.20 e_tot_ev=-7360.657 e_homo_ev=-9.18
O 1.494 0.129 0.214 0.08 -0.19 0.09 -0.52
C 0.686 0.123 1.395 -0.01 -0.09 0.28 -0.06
C -0.750 0.305 -0.462 -0.04 -0.03 0.15 -0.26
C -0.142 -0.501 -1.579 0.06 -0.05 0.00 -0.44
C -0.704 -0.322 0.941 0.06 0.04 -0.07 -0.43
C 0.687 0.538 -0.861 -0.15 -0.01 -0.31 0.07
H -1.514 0.040 1.585 0.27 0.07 -0.12 0.22
H -0.775 -1.420 0.932 0.02 0.31 -0.25 0.21
H 1.155 1.311 -1.474 -0.56 0.22 0.48 0.20
H 0.612 1.124 1.854 0.24 -0.10 -0.27 0.16
H 0.148 -1.534 -1.427 -0.30 -0.02 0.14 0.22
H -1.527 1.033 -0.657 -0.02 -0.13 -0.20 0.22
H -0.525 -0.258 -2.571 0.42 -0.05 0.13 0.22
H 1.171 -0.547 2.107 -0.08 0.03 -0.03 0.19

9
Properties=species:S:1:pos:R:3:forces:R:3:nbo_charge:R:1 method="wB97M-V/def2-TZVPD" e_above_lowest_ev=2.977 total_charge=0 e_lumo_ev="-0.54 / -0.54" e_tot_ev=-100727.933 e_homo_ev="-9.04 / -9.04"
Br -0.678 -2.884 -0.439 -0.07 -1.44 0.33 0.16
Cl -0.876 2.037 -0.676 -0.48 -0.26 0.77 0.04
Cl 1.752 1.144 -0.712 0.98 -0.02 0.45 0.09
O 0.248 -0.794 1.695 -0.43 0.08 0.40 -0.43
N -0.166 -1.242 -1.054 -0.84 2.64 2.97 -0.80
C 0.038 -0.213 0.718 0.38 -2.27 -4.34 0.73
C 0.344 1.203 0.297 -0.59 -0.09 0.62 -0.39
H 0.448 1.573 1.324 0.47 1.33 -0.64 0.26
H -1.110 -0.825 -1.154 0.58 0.04 -0.56 0.34